Entry from the Open Molecules 2025 dataset: an isolated molecule of C2H5N5 at a distorted geometry (wB97M-V/def2-TZVPD).

```
12
Properties=species:S:1:pos:R:3:forces:R:3
N 0.961 0.888 -0.038 -0.24 -0.28 -0.32
C -0.998 -0.391 -0.118 -0.71 -0.42 -0.19
N 2.338 0.995 0.042 0.25 -0.11 0.20
N -1.701 -1.601 -0.038 -0.21 -0.16 -0.29
C 0.422 -0.277 0.012 0.58 0.73 0.35
N -1.341 1.915 -0.219 -0.68 -0.80 -0.62
N -1.564 0.788 -0.329 0.96 1.16 0.88
H 2.591 1.974 0.081 -0.14 -0.16 0.09
H 2.730 0.508 0.845 -0.05 0.05 -0.12
H -1.845 -2.062 -0.933 -0.08 0.11 0.28
H -2.568 -1.545 0.486 0.27 -0.06 -0.14
H 0.976 -1.192 0.208 0.04 -0.05 -0.11
```
Positions in Å, forces in eV/Å.

Summary:
E_LUMO (spin up / spin down) (eV): 0.29 / 0.29
Energy above the lowest of the compared OMol25 structures with the same formula, charge and spin (kJ/mol): 367.77
Multiplicity: 1
Frontier orbital gap (spin up / spin down) (eV): 7.8 / 7.8
HOMO energy (spin up / spin down) (hartree): -0.2744 / -0.2744


Entry from the Open Molecules 2025 dataset: an isolated molecule of C2H5N5 at a distorted geometry (wB97M-V/def2-TZVPD).

```
12
Properties=species:S:1:pos:R:3:forces:R:3
H 2.167 0.974 0.183 0.48 2.66 0.79
N 1.943 0.064 -0.014 1.52 -3.05 -1.40
C 0.756 -0.129 -0.280 -2.82 -2.95 -0.96
C 0.059 -1.416 -0.596 1.07 0.34 -1.09
N -1.191 -1.392 -0.395 -0.68 2.37 1.01
N -1.405 -0.153 0.194 -6.76 1.37 2.03
N -0.400 0.721 -0.032 4.68 0.09 -1.76
N 0.273 1.595 0.759 -1.33 8.44 5.41
H 0.382 -2.246 -1.151 1.13 -0.99 -0.20
H -2.440 0.367 0.090 3.64 -2.45 -0.19
H 0.437 1.533 1.905 -1.10 -0.88 -3.74
H 0.022 2.797 0.651 0.17 -4.94 0.10
```
Positions in Å, forces in eV/Å.

Summary:
SMILES: [H]/N=c1/cn[nH]n1N
E_LUMO (eV): 0.62
Energy above the lowest of the compared OMol25 structures with the same formula, charge and spin (kJ/mol): 618.38
Multiplicity: 1
Frontier orbital gap (eV): 9.0
HOMO energy (hartree): -0.3064


Entry from the Open Molecules 2025 dataset: an isolated molecule of C2H5N5O at a distorted geometry (wB97M-V/def2-TZVPD).

```
13
Properties=species:S:1:pos:R:3:forces:R:3
H 2.997 0.677 0.228 1.41 -0.31 -0.21
N 2.820 -0.324 0.056 0.31 1.55 0.36
C 1.614 -0.206 -0.190 -4.35 -2.49 -0.01
N 0.716 0.906 -0.360 1.87 2.58 3.63
C -0.637 0.478 -0.343 1.31 0.69 0.59
N -1.710 1.147 -0.071 2.59 0.92 0.62
H -1.342 2.121 0.270 -1.18 -2.02 -1.15
N -0.530 -0.904 -0.559 -1.56 1.10 -1.14
N -1.459 -1.555 0.163 -3.95 -0.18 2.13
O 0.758 -1.371 -0.223 1.77 1.92 -0.34
H 0.977 1.662 0.486 -1.16 -2.30 -3.31
H -2.346 -1.761 -0.375 1.86 0.09 0.21
H -1.860 -0.871 0.918 1.07 -1.55 -1.36
```
Positions in Å, forces in eV/Å.

Summary:
SMILES: [H]/N=c1\[nH]/c(=N\[H])n(N)o1
E_LUMO (eV): 0.18
Energy above the lowest of the compared OMol25 structures with the same formula, charge and spin (kJ/mol): 312.60
Multiplicity: 1
Frontier orbital gap (eV): 9.8
HOMO energy (hartree): -0.3528


Entry from the Open Molecules 2025 dataset: a cluster of 2 separate species, C2H5N5O in total at a distorted geometry (wB97M-V/def2-TZVPD).

```
13
Properties=species:S:1:pos:R:3:forces:R:3
C 0.382 1.619 1.826 -0.83 -1.32 -0.39
C -0.299 -1.373 -1.506 0.57 0.71 -0.25
N -2.025 -0.622 -2.825 0.45 -1.63 -1.09
N 1.073 -2.784 -0.255 1.15 -1.24 1.51
N -1.207 -0.582 -1.895 -0.61 0.36 0.91
N 0.439 -1.819 -0.656 -1.48 0.53 -0.57
N 0.217 1.971 0.636 -0.05 0.00 -1.00
O 1.595 1.415 2.322 1.65 0.68 -0.21
H -0.320 1.232 2.564 -0.49 0.37 -0.12
H 2.239 1.627 1.600 -0.59 -0.14 0.67
H -2.723 0.083 -2.723 -0.23 1.22 0.36
H 1.317 -2.620 0.747 0.16 0.09 -0.84
H -0.688 1.854 0.164 0.31 0.36 1.02
```
Positions in Å, forces in eV/Å.

Summary:
E_LUMO (spin up / spin down) (eV): -0.42 / -0.42
Energy above the lowest of the compared OMol25 structures with the same formula, charge and spin (kJ/mol): 488.34
Multiplicity: 1
Frontier orbital gap (spin up / spin down) (eV): 8.4 / 8.4
HOMO energy (spin up / spin down) (hartree): -0.3253 / -0.3253


Entry from the Open Molecules 2025 dataset: an isolated molecule of C2H5N5O at a distorted geometry (wB97M-V/def2-TZVPD).

```
13
Properties=species:S:1:pos:R:3:forces:R:3
N 1.281 0.571 -1.766 1.52 2.30 -2.67
N 1.145 1.257 -0.444 -0.88 -1.48 -1.31
C 0.259 0.551 0.182 1.19 -0.08 0.59
O -0.227 1.022 1.375 -0.64 -1.43 -1.53
N -1.340 0.169 1.737 0.56 -1.55 -0.69
C -1.261 -0.846 0.913 -1.94 -0.34 -0.25
N -0.296 -0.755 -0.046 0.70 2.67 1.36
N -0.052 -1.662 -1.070 2.50 -0.49 -2.17
H 2.262 0.257 -1.927 -0.67 0.24 0.89
H 1.270 1.330 -2.586 -0.47 -1.61 2.66
H -2.031 -1.689 0.778 1.32 1.51 0.82
H 0.393 -1.008 -1.880 -1.35 -1.56 2.29
H 0.768 -2.351 -0.834 -1.85 1.83 0.01
```
Positions in Å, forces in eV/Å.

Summary:
SMILES: N/N=c1/oncn1N
E_LUMO (eV): 0.68
Energy above the lowest of the compared OMol25 structures with the same formula, charge and spin (kJ/mol): 390.75
Multiplicity: 1
Frontier orbital gap (eV): 9.4
HOMO energy (hartree): -0.3218


Entry from the Open Molecules 2025 dataset: an isolated molecule of C2H5N5O at a distorted geometry (wB97M-V/def2-TZVPD).

```
13
Properties=species:S:1:pos:R:3:forces:R:3
H -0.075 2.016 0.231 0.16 0.03 0.14
N 0.931 1.926 0.105 -0.09 0.12 -0.06
C 1.276 0.717 0.090 0.21 -0.31 -0.20
O 2.533 0.272 -0.167 -0.28 -0.18 0.13
N 2.505 -1.147 -0.126 -0.22 -0.50 0.04
N 1.358 -1.548 0.144 0.86 1.17 -0.10
N 0.570 -0.453 0.305 0.62 -0.30 -0.60
N -0.727 -0.576 0.607 -1.31 0.16 1.50
C -1.686 -0.337 -0.481 0.15 0.57 0.79
H -0.897 -0.037 1.475 -0.22 -0.55 -0.86
H -1.601 -1.119 -1.216 0.03 -0.26 -0.23
H -2.693 -0.355 -0.038 0.36 0.00 -0.22
H -1.493 0.638 -0.929 -0.27 0.02 -0.33
```
Positions in Å, forces in eV/Å.

Summary:
SMILES: [H]/N=c1/onnn1NC
E_LUMO (eV): 0.69
Energy above the lowest of the compared OMol25 structures with the same formula, charge and spin (kJ/mol): 289.45
Multiplicity: 1
Frontier orbital gap (eV): 10.3
HOMO energy (hartree): -0.3525


Entry from the Open Molecules 2025 dataset: an isolated molecule of C2H5N7O at a distorted geometry (wB97M-V/def2-TZVPD).

```
15
Properties=species:S:1:pos:R:3:forces:R:3
N 1.391 2.340 -0.861 0.78 -1.55 -4.14
C 0.859 1.081 -0.837 -1.11 -1.35 0.16
N 0.820 0.162 -1.766 2.47 2.18 -2.12
N 0.208 -0.919 -1.359 -1.60 -2.87 1.21
C -0.227 -0.717 -0.163 -1.93 0.07 2.12
N -1.222 -1.689 0.914 2.59 5.72 -1.38
N -1.273 -2.745 0.316 0.88 -2.08 -1.01
O -1.844 -3.750 0.684 -0.79 -0.80 0.28
N 0.117 0.579 0.198 -0.58 -1.64 -0.75
N -0.242 1.135 1.363 -2.14 1.80 3.24
H 2.291 2.500 -1.343 -1.09 -0.56 0.33
H 1.363 2.717 -0.012 0.00 2.22 4.28
H -0.676 -2.793 -0.502 0.15 -0.51 -1.22
H -0.410 0.341 2.024 0.14 1.29 -0.58
H -1.155 1.758 1.343 2.24 -1.92 -0.43
```
Positions in Å, forces in eV/Å.

Summary:
SMILES: Nc1nnc(/N=[NH+]/[O-])n1N
E_LUMO (eV): 0.44
Energy above the lowest of the compared OMol25 structures with the same formula, charge and spin (kJ/mol): 113.85
Multiplicity: 1
Frontier orbital gap (eV): 9.5
HOMO energy (hartree): -0.3318


Entry from the Open Molecules 2025 dataset: the ion C2H5NO with charge -1 at a distorted geometry (wB97M-V/def2-TZVPD).

```
9
Properties=species:S:1:pos:R:3:forces:R:3
O -0.469 -0.302 -2.258 0.31 -0.31 -0.56
C -0.493 0.180 -1.076 -1.02 -0.24 -0.10
C 0.511 -0.203 -0.046 0.21 0.02 -0.28
N -0.005 -0.164 1.311 -0.74 -0.37 0.47
H -1.206 0.996 -0.886 0.23 0.36 0.48
H 1.399 0.456 -0.203 0.18 -0.21 0.60
H 0.800 -1.240 -0.263 0.33 0.21 -0.31
H 0.459 0.258 2.092 0.56 0.45 -0.21
H -0.997 0.019 1.328 -0.06 0.09 -0.10
```
Positions in Å, forces in eV/Å.

Summary:
E_LUMO (spin up / spin down) (eV): 5.16 / 4.82
Energy above the lowest of the compared OMol25 structures with the same formula, charge and spin (kJ/mol): 24.25
Total charge: -1
Multiplicity: 2
Frontier orbital gap (spin up / spin down) (eV): 4.5 / 7.8
HOMO energy (spin up / spin down) (hartree): 0.0261 / -0.1106


Entry from the Open Molecules 2025 dataset: a cluster of 2 separate species, C2H5NO in total at a distorted geometry (wB97M-V/def2-TZVPD).

```
9
Properties=species:S:1:pos:R:3:forces:R:3
C 1.679 -0.798 1.022 -4.54 1.50 -0.68
C -0.451 0.554 -0.615 -1.33 -3.80 -0.17
N -0.389 0.160 0.749 3.35 -0.10 1.91
O 2.265 -0.930 0.041 0.93 -0.19 0.19
H 1.569 -1.083 2.077 0.81 0.00 -0.15
H -1.463 0.506 -1.022 -0.29 0.65 0.22
H 0.066 1.392 -0.841 1.07 3.27 -0.17
H 0.026 -0.158 -1.265 0.60 -0.91 -0.61
H -0.758 -0.748 0.974 -0.61 -0.42 -0.54
```
Positions in Å, forces in eV/Å.

Summary:
E_LUMO (spin up / spin down) (eV): 0.32 / 0.32
Energy above the lowest of the compared OMol25 structures with the same formula, charge and spin (kJ/mol): 444.91
Multiplicity: 1
Frontier orbital gap (spin up / spin down) (eV): 8.3 / 8.3
HOMO energy (spin up / spin down) (hartree): -0.2950 / -0.2949


Entry from the Open Molecules 2025 dataset: a cluster of 2 separate species, C2H5NO in total at a distorted geometry (wB97M-V/def2-TZVPD).

```
9
Properties=species:S:1:pos:R:3:forces:R:3
C -0.456 -1.199 -0.489 -0.46 0.89 0.09
N 0.501 -1.972 -0.802 -1.12 1.10 -1.82
H -1.017 -0.353 -1.078 1.82 -1.71 0.30
H -0.834 -1.244 0.518 -0.66 -0.14 0.58
H 0.634 -2.668 -0.097 0.40 -0.20 0.83
C 0.307 1.841 0.507 1.47 0.45 -1.61
O 1.429 1.835 0.094 0.51 -0.23 0.49
H -0.074 1.670 1.441 0.07 -0.90 3.46
H -0.492 2.090 -0.094 -2.03 0.74 -2.31
```
Positions in Å, forces in eV/Å.

Summary:
SMILES: C=N.C=O
E_LUMO (eV): 0.58
Energy above the lowest of the compared OMol25 structures with the same formula, charge and spin (kJ/mol): 306.85
Multiplicity: 1
Frontier orbital gap (eV): 10.7
HOMO energy (hartree): -0.3729


Which of these has the lowest energy above the lowest of the compared OMol25 structures with the same formula, charge and spin?
number 8


Which formula does entry 9 have?
C2H5NO